(1)
{"formula": "C3H9NO3", "method": "ωB97M-V with the def2-TZVPD basis set", "elements": ["O", "O", "O", "N", "C", "C", "C", "H", "H", "H", "H", "H", "H", "H", "H", "H"], "positions_angstrom": [[-1.7240, 2.1087, 1.9378], [0.1566, 0.3630, -2.8994], [0.2407, 1.7824, -1.2128], [0.5179, -1.9355, 1.0694], [-0.1084, -0.9451, 0.1524], [0.4211, 0.5702, -1.7515], [0.9995, -0.4164, -0.7895], [-1.1364, 2.6740, 2.4320], [-1.5977, 1.1910, 2.1614], [0.0555, 2.3744, -1.9400], [0.7676, -2.7166, 0.4568], [-0.9061, -1.4242, -0.4255], [-0.2327, -2.3079, 1.6438], [1.7587, 0.0935, -0.2056], [-0.5640, -0.1302, 0.7104], [1.3517, -1.2812, -1.3395]], "forces_ev_per_angstrom": [[-0.8, 0.4, -0.7], [-0.1, -0.4, -0.8], [0.4, 0.0, 0.9], [-0.6, 0.1, -0.6], [0.5, -0.3, 0.1], [0.3, 0.0, -0.1], [-1.3, -0.1, 0.5], [0.4, -0.2, 0.3], [0.4, -0.1, 0.4], [-0.4, 0.4, -0.4], [0.2, 0.1, 0.4], [0.0, 0.2, -0.2], [0.1, 0.0, 0.2], [0.2, -0.3, 0.1], [0.2, 0.1, 0.1], [0.4, 0.1, -0.2]], "e_above_lowest_kcal_mol": 19.76, "total_energy_ev": -10889.725, "smiles": "NCCC(=O)O.O", "mol_weight_da": 107.11, "gap_ev": 10.7, "e_lumo_ev": 0.7, "charge": 0}

=====

(2)
{"formula": "C3H9NO3", "method": "ωB97M-V with the def2-TZVPD basis set", "elements": ["O", "O", "O", "N", "C", "C", "C", "H", "H", "H", "H", "H", "H", "H", "H", "H"], "positions_angstrom": [[1.8771, -0.5550, -0.4812], [0.6972, -2.7051, -0.2079], [1.0629, 1.2223, -1.6485], [-0.8542, -0.5084, -0.1308], [-0.6825, 1.9439, 0.7453], [0.0614, 0.6575, 0.4566], [1.0037, 0.4990, -0.7179], [-1.6901, -0.6939, 0.5271], [-0.1112, -1.9116, -0.3250], [-1.2084, -0.1336, -1.1752], [0.4135, 0.1192, 1.4629], [-0.9408, 2.5967, -0.0794], [1.2534, -1.5936, -0.2149], [-0.0408, 2.5445, 1.5790], [0.7704, -3.0691, -1.1098], [-1.6114, 1.5873, 1.3196]], "forces_ev_per_angstrom": [[-2.6, 0.3, -0.5], [-2.2, 1.5, -0.7], [-0.5, 1.1, -1.5], [-2.6, 1.4, -1.4], [0.4, 0.0, 3.4], [-1.3, -3.2, 0.7], [4.0, -2.0, 3.0], [1.4, 0.6, -1.7], [0.6, -1.2, 0.6], [0.7, -1.3, 3.8], [-0.3, 1.6, -2.3], [0.1, -0.2, -0.2], [2.5, 1.5, -0.6], [-1.5, -1.2, -2.2], [0.2, 0.1, 0.5], [1.0, 0.9, -0.9]], "e_above_lowest_kcal_mol": 68.19, "total_energy_ev": -10887.624, "mol_weight_da": 107.11, "gap_ev": 10.3, "e_lumo_ev": 0.4, "charge": 0}

=====

(3)
{"formula": "C3H9NO3", "method": "ωB97M-V with the def2-TZVPD basis set", "elements": ["O", "O", "O", "N", "C", "C", "C", "H", "H", "H", "H", "H", "H", "H", "H", "H"], "positions_angstrom": [[-0.8834, 0.1161, -1.4602], [2.3079, -1.2240, 1.5353], [-1.8871, -0.6979, -3.2010], [0.1580, 1.1025, 0.3304], [-1.0736, -0.8569, -2.3047], [0.1293, -0.0520, -0.5150], [-1.1236, 1.2584, 1.0627], [1.1320, -0.2713, -0.9295], [2.8021, -1.2267, 0.6844], [-0.3885, -1.7135, -2.1478], [2.4185, -0.3103, 1.8834], [-0.1911, -0.9324, 0.0747], [-1.2212, 0.3981, 1.7460], [-0.9438, 2.1660, 1.6632], [0.8370, 0.8623, 1.0639], [-2.0727, 1.3816, 0.5143]], "forces_ev_per_angstrom": [[0.2, 1.5, 0.2], [0.5, 1.0, -0.5], [1.3, -1.2, 1.3], [-0.3, 0.0, -0.1], [-1.4, 0.3, -2.5], [0.2, -1.3, 1.5], [0.7, 0.4, 1.1], [-0.5, 0.4, -0.2], [-0.4, 0.0, 0.9], [-0.4, -0.1, -0.3], [0.1, -1.0, -0.3], [0.4, -0.1, 0.0], [-0.4, 0.2, 0.0], [-0.5, -0.4, 0.0], [-0.3, 0.4, -0.6], [0.9, -0.1, -0.3]], "e_above_lowest_kcal_mol": 50.04, "total_energy_ev": -10888.411, "smiles": "CNCOC=O.O", "mol_weight_da": 107.11, "gap_ev": 10.0, "e_lumo_ev": 0.3, "charge": 0}

=====

(4)
{"formula": "C3H9NO3", "method": "ωB97M-V with the def2-TZVPD basis set", "elements": ["O", "O", "O", "N", "C", "C", "C", "H", "H", "H", "H", "H", "H", "H", "H", "H"], "positions_angstrom": [[-0.5036, -1.4022, -0.7355], [0.9430, -2.1651, 1.0837], [-1.1255, 0.4344, -1.7360], [0.3479, 0.3173, 1.4727], [0.0798, 2.2398, -0.1376], [0.3828, 0.7757, 0.0366], [-0.4913, -0.1011, -0.8450], [0.3453, -2.1930, 1.8698], [-1.0047, 2.3670, -0.1666], [1.4078, 0.5086, -0.2728], [0.4817, 3.0026, 0.5270], [0.5865, 1.1144, 2.0510], [0.1606, -1.7257, 0.0525], [1.3799, -1.3288, 1.2916], [-0.6491, 0.1823, 1.6822], [0.4100, 2.5249, -1.1402]], "forces_ev_per_angstrom": [[1.2, -0.4, 1.6], [0.1, -1.1, 1.6], [0.1, 0.1, 0.4], [-1.2, 0.7, -0.2], [-0.7, 0.5, -1.4], [1.3, -0.7, 1.5], [-1.1, 0.8, -1.9], [0.5, -0.3, -0.9], [0.0, 0.0, 0.1], [-0.1, 0.5, -0.2], [0.4, -0.6, 0.5], [0.3, 0.1, 0.0], [-1.3, 0.2, -1.4], [0.2, 0.5, 0.0], [0.4, -0.1, 0.1], [-0.1, 0.0, 0.0]], "e_above_lowest_kcal_mol": 24.84, "total_energy_ev": -10889.504, "smiles": "C[C@@H](N)C(=O)O.O", "mol_weight_da": 107.11, "gap_ev": 10.1, "e_lumo_ev": 0.4, "charge": 0}